{
  "formula": "C2H4Be",
  "method": "wB97M-V/def2-TZVPD",
  "s_squared": 0.765,
  "spin_multiplicity": 2,
  "e_lumo_ev": [3.70, 3.30],
  "total_charge": -1,
  "gap_ev": [4.873, 4.581],
  "e_above_lowest_kj_mol": 176.7,
  "energy_ha": -93.15560,
  "species": ["C", "C", "H", "H", "H", "H", "Be"],
  "xyz": [[0.701, -0.495, -0.300], [-0.438, 0.238, -0.241], [-0.432, 1.334, -0.316], [0.515, -1.584, -0.305], [-0.951, 0.448, 1.811], [-1.445, -0.201, -0.323], [2.050, 0.260, -0.325]],
  "atomic_forces_ev_per_a": [[-0.70, -2.01, -0.56], [-1.59, 0.89, 0.92], [-0.06, -0.52, 0.08], [0.27, 0.40, 0.04], [-0.21, 0.15, -0.41], [0.57, 0.30, 0.01], [1.73, 0.80, -0.08]]
}


{
  "formula": "C22H53BN6O8Si",
  "method": "wB97M-V/def2-TZVPD",
  "spin_multiplicity": 1,
  "e_lumo_ev": 0.48,
  "smiles": "CCN(CC[SiH2]CB(O)O)C(C)=O.CN(C)C=O.CN(C)C=O.CN(C)C=O.CN(C)C=O.CN(C)C=O",
  "total_charge": 0,
  "gap_ev": 9.339,
  "energy_ha": -2114.87405,
  "species": ["H", "O", "H", "C", "H", "H", "H", "H", "H", "C", "H", "C", "H", "H", "H", "H", "O", "H", "C", "H", "N", "H", "H", "H", "H", "H", "O", "N", "H", "C", "C", "H", "H", "H", "N", "H", "B", "H", "N", "C", "H", "O", "H", "N", "C", "H", "C", "H", "H", "H", "C", "C", "O", "Si", "O", "C", "C", "H", "H", "H", "H", "C", "H", "O", "O", "H", "H", "H", "H", "H", "H", "C", "H", "H", "C", "C", "H", "H", "C", "H", "C", "H", "N", "C", "C", "H", "H", "H", "C", "H", "H"],
  "xyz": [[-4.240, 2.809, -2.208], [2.962, -7.672, 0.203], [3.680, 5.582, 3.456], [3.897, -7.865, -0.552], [0.563, -3.676, 3.630], [0.184, -3.010, -1.652], [0.755, 0.592, -1.348], [-1.463, -5.679, 1.265], [1.799, -5.646, -2.867], [2.799, -9.690, -1.712], [4.816, -7.259, -0.500], [3.528, 4.769, 2.747], [2.979, -10.396, -2.523], [-5.145, 9.843, -1.110], [-0.435, 3.868, 3.529], [-4.343, 1.181, -0.463], [0.371, -6.500, -4.021], [2.933, 5.125, 1.902], [6.024, 4.882, 2.741], [-3.565, 10.295, -1.790], [-3.600, 8.442, -0.846], [1.919, -9.084, -1.941], [-0.443, 4.735, -0.398], [-1.050, 0.322, 0.838], [-2.906, 1.711, -2.954], [-4.985, 8.573, 0.672], [-3.703, -1.901, -0.151], [3.942, -8.818, -1.529], [2.617, -10.235, -0.783], [-3.264, -0.776, 0.162], [-2.398, 7.822, -1.372], [-1.573, 7.987, -0.674], [5.875, -8.263, -2.139], [-2.261, -4.982, 2.701], [-0.656, -3.889, 1.954], [-2.145, 8.243, -2.345], [-0.225, 4.846, 1.847], [6.898, 4.411, 2.290], [-2.542, 0.105, -0.805], [-0.615, 4.020, 0.477], [2.988, 3.954, 3.233], [0.340, 4.187, 3.017], [1.831, 2.815, -0.126], [4.801, 4.274, 2.257], [0.437, -4.042, -1.393], [-2.563, 6.746, -1.470], [-0.574, -2.650, 1.399], [5.490, -9.995, -2.265], [-3.036, -1.071, 2.353], [-0.595, 1.656, -1.960], [-3.240, 1.423, -0.688], [-3.248, 2.291, -2.032], [3.819, 2.702, 0.914], [0.459, 2.447, 0.290], [-0.480, 6.273, 1.864], [-4.260, 9.469, -1.626], [5.096, -8.984, -2.388], [-4.671, -0.219, 1.883], [-1.737, 3.840, 0.534], [-3.054, 0.693, 1.917], [-2.857, 1.987, 0.220], [0.736, -5.737, -3.147], [-2.537, -4.270, 1.094], [0.356, -1.875, 1.539], [-3.562, 7.186, 1.067], [-1.680, -4.665, -3.726], [0.226, -5.363, 3.159], [6.018, 5.945, 2.488], [1.520, -4.133, -1.305], [-1.411, 6.397, 1.564], [-1.887, -5.950, -2.519], [-1.800, -4.753, 1.737], [-0.709, -0.906, -0.461], [5.824, 2.954, 1.051], [0.434, -4.360, 2.788], [4.809, 3.253, 1.357], [-0.024, -4.303, -0.439], [6.075, 4.766, 3.827], [-1.504, -4.940, -2.684], [0.530, 1.740, 1.568], [-1.141, 0.141, -0.283], [1.356, -4.369, 2.202], [-0.077, -4.924, -2.421], [-4.071, 8.041, 0.365], [-3.562, -0.309, 1.681], [-4.559, 9.047, -2.589], [-2.462, 3.118, -1.886], [-2.022, -4.240, -2.027], [-0.170, 1.190, -1.017], [-1.451, -2.393, 0.786], [4.791, -8.836, -3.428]],
  "atomic_forces_ev_per_a": [[1.13, -0.82, 0.21], [0.10, -0.18, -0.28], [0.07, -0.08, -0.10], [-0.10, -0.35, -0.29], [0.12, -0.11, -0.01], [0.09, 0.05, 0.19], [-1.28, 0.93, 0.43], [-0.17, -0.06, 0.03], [0.01, 0.08, 0.10], [-0.21, 0.15, 0.26], [0.07, -0.04, -0.08], [-0.12, -0.29, -0.12], [0.08, 0.13, 0.06], [0.09, -0.08, 0.02], [0.84, 0.17, -0.19], [1.55, 0.36, -0.27], [-0.12, 0.09, 0.11], [-0.09, 0.01, 0.15], [-0.31, 0.02, 0.02], [-0.16, 0.06, -0.10], [-0.44, -0.07, 0.65], [-0.04, -0.18, -0.01], [-0.32, -0.95, 1.03], [-0.49, -0.24, -1.20], [-0.76, 0.55, 1.40], [-0.01, 0.03, -0.05], [1.65, 3.24, 0.51], [0.25, 0.68, 0.54], [-0.13, -0.04, -0.12], [-1.75, -2.23, 0.00], [0.03, -0.17, 0.28], [0.06, -0.10, -0.14], [-0.11, -0.03, 0.04], [-0.11, -0.11, -0.12], [-0.18, 0.63, -0.26], [-0.11, 0.01, 0.11], [-0.22, 0.84, 0.08], [-0.12, -0.01, 0.00], [-0.68, -0.18, 2.14], [-0.04, 0.95, 0.37], [-0.14, 0.18, -0.05], [-1.61, 1.02, -1.47], [-0.34, 0.25, 0.03], [0.31, -0.45, -0.45], [-0.25, -0.06, -0.16], [0.16, 0.04, -0.05], [0.03, -0.36, 0.36], [0.13, 0.07, -0.14], [-1.08, 0.88, -0.89], [0.32, -0.63, 1.19], [-1.43, 0.22, -0.31], [1.36, 0.68, 0.47], [0.29, 0.19, 0.27], [-0.14, 0.21, -1.06], [-0.39, -2.55, 0.49], [0.22, -0.15, -0.05], [-0.27, -0.11, 0.02], [1.37, -0.39, -0.32], [1.21, 0.04, -0.12], [-0.88, -1.41, -0.37], [-0.37, -0.31, -1.23], [-0.27, 0.24, 0.21], [0.10, 0.06, 0.05], [0.01, -0.32, 0.12], [0.27, -0.11, -0.06], [-0.15, -0.05, 0.09], [-0.06, 0.10, -0.11], [0.18, 0.00, 0.10], [-0.10, -0.05, -0.04], [0.77, 0.26, -0.19], [-0.12, 0.10, -0.07], [0.19, 0.01, 0.08], [-0.67, 1.59, 0.29], [0.08, 0.06, 0.05], [0.15, 0.26, -0.05], [-0.04, 0.25, 0.26], [0.16, 0.12, 0.01], [0.17, 0.11, -0.03], [0.07, -0.19, -0.17], [-0.07, -0.15, 0.23], [1.37, -0.60, -0.74], [0.03, -0.06, 0.17], [0.62, -0.35, -0.28], [0.17, 0.22, -0.52], [1.43, 0.61, -0.37], [-0.06, 0.19, -0.02], [-1.17, -1.05, -0.38], [0.14, -0.02, -0.03], [0.14, -0.96, -0.11], [-0.04, -0.22, 0.03], [0.19, -0.04, -0.03]]
}